No. 1
Density functional theory data (ωB97M-V with the def2-TZVPD basis set) for C11H22B3FO7 as an isolated structure at a distorted geometry.

Geometry as XYZ:
```
44
Properties=species:S:1:pos:R:3:forces:R:3
C -0.182774 -2.329944 1.275397 0.40 -0.23 0.05
O 0.857509 -1.452144 0.913612 -0.18 0.28 0.13
C 0.448791 -0.429999 0.004757 0.23 -0.42 0.14
C 1.472587 0.703065 0.044641 -0.54 0.03 -0.78
C 0.900560 2.105923 0.287885 0.58 -0.07 0.77
C -0.193375 2.192655 1.355362 -0.37 0.57 -0.46
C -1.620294 2.206350 0.768617 0.49 -1.03 0.53
C -2.584034 1.489590 1.711871 -0.04 0.54 -0.26
C -4.041714 1.490005 1.208725 0.20 -0.45 0.16
B -4.235548 0.352656 0.154481 -0.23 1.18 0.49
O -4.434536 -0.955856 0.598786 0.48 -0.06 -0.17
B -3.801795 -1.912341 -0.158926 0.26 -0.33 -0.01
O -3.427316 -1.589783 -1.447233 -0.71 -0.36 -0.07
B -4.223006 -0.562258 -1.911628 0.40 0.60 -0.52
O -4.193164 0.622760 -1.201064 -0.33 -0.90 0.15
H -0.323423 -3.113319 0.526418 -0.22 0.04 -0.16
H -1.122364 -1.806838 1.464830 -0.13 0.11 -0.12
H 0.109094 -2.814215 2.203398 0.08 -0.06 0.09
H 0.378458 -0.847900 -1.003364 -0.05 -0.09 -0.11
H -0.556889 -0.115976 0.279730 -0.12 0.19 0.10
H 1.947872 0.722508 -0.928796 0.28 0.06 -0.05
H 2.249870 0.426185 0.748980 -0.04 0.08 0.33
H 1.731932 2.721649 0.629400 0.17 0.09 -0.10
H 0.588382 2.558045 -0.648856 -0.31 0.00 -0.14
H -0.061291 3.114721 1.917501 0.05 0.07 0.20
H -0.103392 1.381398 2.073071 0.12 -0.22 0.07
H -1.948712 3.220197 0.568412 -0.08 0.14 -0.20
H -1.577816 1.633392 -0.155319 -0.24 0.25 -0.42
H -2.218319 0.471244 1.844554 -0.01 -0.16 0.18
H -2.527704 1.982417 2.680311 -0.04 -0.04 0.23
H -4.268846 2.477656 0.820209 -0.21 0.11 -0.06
H -4.682720 1.264753 2.059204 -0.21 0.13 0.07
H -3.583561 -3.005726 0.238622 0.01 0.01 0.20
H -4.962824 -0.701857 -2.827142 0.19 0.02 -0.23
C 5.935531 -1.482874 -1.438133 0.21 -0.15 -0.09
C 4.531069 -1.536434 -0.883050 -0.02 0.26 0.17
O 3.892732 -0.474067 -1.571669 0.17 -0.41 -0.24
C 4.529998 -0.323813 -2.769829 0.02 0.17 -0.12
O 4.105117 0.292054 -3.686455 0.03 0.01 0.09
O 5.713898 -0.987138 -2.761949 -0.10 -0.03 0.15
F 4.503137 -1.288873 0.446683 -0.02 0.04 -0.02
H 6.556273 -0.778715 -0.882686 -0.11 0.03 0.09
H 6.425048 -2.452541 -1.465573 -0.03 0.00 -0.19
H 3.997558 -2.466612 -1.083786 -0.04 -0.01 0.12
```
Forces are in eV/Å.

Lowest unoccupied orbital energy ... 0.65 eV
Kohn-Sham gap ... 10.3 eV

---

No. 2
Density functional theory data (ωB97M-V with the def2-TZVPD basis set) for C11H22BaClO6 as an isolated structure.

Geometry as XYZ:
```
41
Properties=species:S:1:pos:R:3:forces:R:3
Ba 0.354971 -0.243395 -0.468156 0.11 -0.11 0.53
C -1.094862 3.075288 0.582948 0.05 0.00 0.08
O -0.930383 1.729591 1.030980 0.19 -0.41 -0.16
C -1.003180 1.573637 2.436349 0.11 0.06 0.21
C -0.968515 0.099321 2.794547 -0.03 0.05 0.22
O 0.168861 -0.609529 2.312305 0.17 0.16 -0.69
C 1.418189 -0.482954 2.990258 -0.03 0.02 0.25
C 2.455774 0.355948 2.264394 0.01 0.09 0.18
O 2.778941 -0.224558 1.009355 -0.48 -0.12 -0.05
C 3.923079 0.360279 0.384051 -0.02 0.04 0.08
H -2.106302 3.423513 0.800998 0.01 0.01 -0.03
H -0.915763 3.072409 -0.489400 -0.03 0.06 -0.01
H -0.369083 3.729067 1.073028 -0.01 0.01 -0.02
H -1.938001 2.005117 2.811943 0.01 -0.05 0.04
H -0.173724 2.111185 2.915742 -0.02 0.02 -0.04
H -1.826703 -0.410676 2.354617 0.01 0.02 -0.01
H -1.032506 -0.007884 3.881702 -0.04 0.05 -0.01
H 1.803708 -1.496326 3.113999 0.00 0.01 0.00
H 1.250141 -0.056976 3.983582 0.09 0.01 0.00
H 3.352339 0.384399 2.894501 -0.03 0.04 0.01
H 2.109322 1.390459 2.129937 0.01 -0.02 -0.05
H 4.805253 0.205982 1.008261 0.02 0.01 -0.04
H 3.769797 1.429120 0.213619 0.01 -0.01 0.00
H 4.050485 -0.143644 -0.570711 0.04 0.01 0.00
C -2.493078 -3.569070 -1.853792 0.02 -0.02 0.03
C -2.537066 -2.193792 -1.273956 -0.14 -0.01 -0.08
C -3.585323 -1.246922 -1.766009 0.03 0.03 0.00
O -1.710230 -1.828541 -0.445570 -0.08 -0.10 -0.05
H -3.451483 -4.069104 -1.707116 -0.01 0.01 0.03
H -1.692283 -4.150660 -1.405597 0.00 -0.01 -0.03
H -2.348005 -3.493442 -2.933952 0.01 0.01 -0.01
H -4.495274 -1.756865 -2.074136 0.00 -0.02 0.01
H -3.169428 -0.740752 -2.643726 0.01 0.00 0.00
H -3.797831 -0.494186 -1.009930 -0.01 0.00 -0.01
Cl 2.305021 -1.350477 -3.288469 -0.15 0.10 0.22
C 1.692364 0.187875 -4.008672 0.03 0.19 -0.24
C 0.770472 0.819366 -2.971477 0.08 -0.39 0.05
O -0.393867 0.360091 -2.869006 -0.27 -0.14 -0.33
O 1.287314 1.550908 -2.095299 0.35 0.27 0.03
H 1.168222 -0.091280 -4.915481 0.01 0.07 -0.03
H 2.568636 0.797477 -4.196660 -0.05 0.04 -0.09
```
Forces are in eV/Å.

ΔE to the lowest compared entry with this formula, charge and spin ... 2.7 kJ/mol
Total charge ... +1
Lowest unoccupied orbital energy ... -2.21 eV
Kohn-Sham gap ... 10.6 eV

---

No. 3
Density functional theory data (ωB97M-V with the def2-TZVPD basis set) for C11H22Cl2GdI2NP2 as an isolated structure at a distorted geometry.

Geometry as XYZ:
```
41
Properties=species:S:1:pos:R:3:forces:R:3
I 1.065944 0.982192 0.244145 -0.13 7.95 1.36
I 0.564194 -1.426043 0.106977 -1.93 -7.25 0.15
Gd -2.915722 -0.246902 -4.692071 0.15 0.17 -2.73
P -2.259493 -0.030893 -2.017424 -0.89 0.16 0.53
C -3.006900 0.014193 -0.298382 -0.24 0.46 -0.31
C -3.346242 1.388431 -2.718286 0.43 0.72 -0.05
H -4.431775 1.229541 -2.602114 0.30 0.03 -0.13
H -4.374220 -1.377719 -2.571325 -0.03 -0.07 0.00
H -3.102756 1.816663 -3.753311 -0.28 -0.19 1.48
H -2.997173 -2.136664 -3.521495 -0.22 0.35 1.34
H -2.652089 0.909571 0.247019 -0.09 -0.41 -0.37
H -3.054084 2.211794 -2.057937 -0.21 0.02 -0.07
C -3.292869 -1.543472 -2.591768 0.63 -1.02 0.45
H -4.111063 0.049943 -0.359257 0.52 -0.05 0.07
H -3.025739 -2.240015 -1.791662 -0.34 -0.12 -0.06
H -2.697485 -0.869191 0.259249 0.02 0.00 -0.09
P 3.200796 0.239110 -1.151854 1.10 -0.84 -0.99
C 4.526546 0.307526 0.051301 0.38 0.07 0.21
C 3.323941 -1.338936 -2.022901 0.32 -0.27 -0.46
H 2.811391 1.303503 -3.274479 0.28 0.14 0.44
H 4.517541 1.456817 -2.706726 -0.50 0.17 0.01
H 3.233313 2.495868 -1.986825 0.10 -0.14 -0.16
C 3.454698 1.505010 -2.398456 0.34 0.16 -0.35
H 2.660312 -1.317116 -2.908869 0.33 -0.05 0.43
H 4.373319 -1.456276 -2.358216 -0.47 -0.15 0.05
H 5.476630 0.365521 -0.503524 -0.16 -0.04 0.35
H 4.515875 -0.596548 0.683784 0.01 0.37 -0.26
H 3.034103 -2.176579 -1.370460 0.29 0.31 -0.30
H 4.410263 1.197289 0.688808 0.13 -0.29 -0.21
Cl -0.746025 -0.441731 -5.779685 0.09 -0.04 -0.06
Cl 1.617262 1.526273 6.219868 0.12 0.17 0.04
C 0.451204 0.636207 5.342947 -0.67 -0.47 -0.76
C -0.693794 0.133687 5.972484 -0.03 -0.36 -0.09
C -1.625981 -0.603831 5.221658 0.58 0.42 -0.85
C -1.368014 -0.765818 3.847430 0.24 -0.19 1.17
N -0.223138 -0.369601 3.301051 -0.46 0.39 -1.22
C 0.635026 0.370827 3.968358 -0.12 0.00 1.37
H -0.824426 0.310958 7.043697 -0.03 -0.11 -0.40
H -2.524547 -1.055424 5.631293 0.16 0.33 0.18
H -2.079803 -1.237762 3.178345 0.06 -0.22 0.20
H 1.480988 0.779605 3.428604 0.22 -0.11 0.10
```
Forces are in eV/Å.

ΔE to the lowest compared entry with this formula, charge and spin ... 556.8 kJ/mol
Spin multiplicity ... 8
Total charge ... +2
Lowest unoccupied orbital energy (alpha / beta) ... -6.29 / -9.33 eV
Kohn-Sham gap (alpha / beta) ... 6.1 / 3.8 eV